No. 1
Below is a single C3H6O molecule, with properties calculated with ωB97M-V/def2-TZVPD.

Summary:
ΔE to the lowest compared entry with this formula, charge and spin: 230.8 kJ/mol
2S+1: 1
Gap between HOMO and LUMO: 10.151 eV
SMILES: C=COC
E_HOMO: -9.045 eV

Each line ends with the natural charge from an NBO analysis.
Element x y z (Å)
C: -1.85152 -0.08024 0.06190  -0.499
C: -0.60922 0.36682 -0.04171  0.125
O: 0.44447 -0.48730 -0.18422  -0.536
C: 1.69430 0.07948 0.09864  -0.271
H: -2.74757 0.58462 0.14339  0.219
H: -2.02500 -1.20400 0.23022  0.214
H: -0.34868 1.53684 -0.28600  0.176
H: 2.26269 0.46858 -0.94270  0.188
H: 1.60285 1.01784 0.91014  0.179
H: 2.29864 -0.70193 0.70569  0.206


No. 2
Below is a single C3H6O2 molecule, with properties calculated with ωB97M-V/def2-TZVPD.

Summary:
ΔE to the lowest compared entry with this formula, charge and spin: 112.2 kJ/mol
2S+1: 1
Gap between HOMO and LUMO: 10.467 eV
SMILES: O=CCCO
E_HOMO: -9.717 eV

Each line ends with the natural charge from an NBO analysis.
Element x y z (Å)
O: 2.12842 0.86088 0.77322  -0.522
C: 1.39699 0.52821 -0.12992  0.446
C: 0.50339 -0.69141 -0.07023  -0.530
C: -0.91697 -0.25958 0.27916  -0.051
O: -1.33333 0.66544 -0.70980  -0.729
H: 1.31684 1.13816 -1.05128  0.118
H: 0.48971 -1.19398 -1.04392  0.222
H: 0.88653 -1.37776 0.69086  0.231
H: -1.58364 -1.13388 0.30441  0.169
H: -0.91299 0.19618 1.27889  0.170
H: -1.97495 1.26773 -0.32138  0.476


No. 3
Below is a 2-piece molecular cluster, C3H6O2 overall, with properties calculated with ωB97M-V/def2-TZVPD.

Summary:
ΔE to the lowest compared entry with this formula, charge and spin: 267.3 kJ/mol
2S+1: 1
Gap between HOMO and LUMO: 9.226 eV
SMILES: C=CO.C=O
E_HOMO: -8.960 eV

Each line ends with the natural charge from an NBO analysis.
Element x y z (Å)
C: -1.34352 0.15398 -0.20751  -0.592
C: -0.79102 1.33883 0.17237  0.164
O: 0.29957 2.00366 -0.31742  -0.679
H: -2.40258 -0.00223 -0.02298  0.215
H: -0.99991 -0.53962 -0.98937  0.199
H: -1.39592 1.90997 0.92127  0.174
H: 0.81398 1.14673 -0.63125  0.507
C: 1.45132 -1.53593 0.31437  0.280
O: 1.76166 -0.71424 -0.55126  -0.538
H: 1.81011 -2.57596 0.25898  0.129
H: 0.79629 -1.18520 1.05279  0.142


No. 4
Below is a single C3H6O2 molecule, with properties calculated with ωB97M-V/def2-TZVPD.

Summary:
ΔE to the lowest compared entry with this formula, charge and spin: 211.1 kJ/mol
2S+1: 1
Gap between HOMO and LUMO: 11.086 eV
SMILES: OC[C@H]1CO1
E_HOMO: -10.165 eV

Each line ends with the natural charge from an NBO analysis.
Element x y z (Å)
O: 0.59270 -1.24576 1.20602  -0.704
C: 0.48446 -1.05236 -0.18865  -0.095
C: -0.43326 0.08047 -0.62280  0.019
C: -0.63848 1.26416 0.21176  -0.102
O: 0.23499 1.31125 -0.90164  -0.494
H: 1.09445 -0.51109 1.57684  0.464
H: 1.45917 -0.83457 -0.64663  0.180
H: 0.12841 -2.00441 -0.59257  0.186
H: -1.20727 -0.17328 -1.34980  0.186
H: -0.16290 1.31606 1.19244  0.173
H: -1.55228 1.84952 0.11503  0.186